ORCA calculation (ωB97M-V/def2-TZVPD) on the molecule C5H9NO.

Summary:
Frontier orbital gap ... 10.25 eV
HOMO energy ... -9.4 eV
E_LUMO ... 0.9 eV

```
! RIJCOSX wB97M-V def2-TZVPD def2/J DEFGRID3
* xyz 0 1
C 2.176 -0.472 0.247
C 1.058 0.455 -0.205
C -0.017 -0.045 -1.218
N -1.025 0.179 -0.142
C -2.405 -0.041 0.267
C -0.101 0.542 0.782
O -0.237 0.773 1.963
H 1.814 -1.496 0.389
H 2.553 -0.119 1.212
H 3.013 -0.495 -0.457
H 1.445 1.448 -0.456
H -0.134 0.583 -2.111
H 0.129 -1.086 -1.538
H -2.541 0.599 1.149
H -3.142 0.247 -0.484
H -2.586 -1.070 0.601
*
```

Here are the Löwdin charges for atoms 1 to 6, given in e: atom 1 (C): -0.059, atom 2 (C): -0.239, atom 3 (C): -0.065, atom 4 (N): -0.069, atom 5 (C): -0.029, atom 6 (C): -0.482

***

ORCA calculation (ωB97M-V/def2-TZVPD) on a cluster of 2 separate species, C5H9NO in total.

Summary:
Frontier orbital gap ... 9.32 eV
HOMO energy ... -8.7 eV
E_LUMO ... 0.6 eV

```
! RIJCOSX wB97M-V def2-TZVPD def2/J DEFGRID3
* xyz 0 1
C 1.363 1.018 -0.551
C 0.949 -0.423 -0.460
C -0.170 -0.904 -1.040
C -1.069 -0.022 -1.694
N -1.758 0.738 -2.240
H 1.737 1.137 -1.570
H 2.168 1.305 0.136
H 0.525 1.712 -0.427
H 1.717 -1.121 -0.147
H -0.392 -1.963 -1.035
C -1.211 -0.344 1.405
O 0.250 -0.441 1.504
H -1.641 -1.331 1.166
H -1.656 0.364 0.677
H -1.498 -0.069 2.405
H 0.689 0.343 1.870
*
```

Here are the Löwdin charges for atoms 1 to 6, given in e: atom 1 (C): -0.073, atom 2 (C): -0.197, atom 3 (C): -0.179, atom 4 (C): -0.287, atom 5 (N): 0.133, atom 6 (H): 0.094

***

ORCA calculation (ωB97M-V/def2-TZVPD) on the molecule C5H9NO.

Summary:
Frontier orbital gap ... 10.20 eV
HOMO energy ... -9.1 eV
E_LUMO ... 1.1 eV

```
! RIJCOSX wB97M-V def2-TZVPD def2/J DEFGRID3
* xyz 0 1
C 1.528 -0.031 -1.501
C 1.189 -0.749 -0.223
N 0.972 -0.076 1.023
C -0.220 -0.861 0.288
C -1.468 -0.029 0.110
C -1.689 0.889 1.234
O -1.258 1.356 -0.048
H 1.024 -0.597 -2.284
H 2.602 -0.012 -1.724
H 1.150 0.998 -1.512
H 1.769 -1.652 -0.045
H 0.945 0.937 0.804
H -0.579 -1.824 0.709
H -2.368 -0.436 -0.376
H -2.675 1.229 1.537
H -0.923 0.857 2.007
*
```

Here are the Löwdin charges for atoms 1 to 6, given in e: atom 1 (C): -0.049, atom 2 (C): -0.389, atom 3 (N): 0.052, atom 4 (C): -0.132, atom 5 (C): -0.279, atom 6 (C): -0.113

***

ORCA calculation (ωB97M-V/def2-TZVPD) on a cluster of 2 separate species, C5H9NO in total.

Summary:
Frontier orbital gap ... 4.76 eV
HOMO energy ... -7.5 eV
E_LUMO ... -2.8 eV

```
! RIJCOSX wB97M-V def2-TZVPD def2/J DEFGRID3
* xyz 0 1
C -0.150 -0.058 -2.059
C 0.210 -0.893 0.576
C 0.419 -0.095 1.830
C -0.439 -1.252 1.913
C -0.157 1.330 -1.706
N 0.443 1.723 -0.564
O -0.794 2.138 -2.384
H 0.652 -0.750 -1.894
H -0.918 -0.311 -2.774
H 0.679 -1.823 0.267
H -0.606 -0.675 -0.129
H 1.219 -0.180 2.558
H 0.017 -1.934 2.628
H -1.521 -1.358 1.917
H 0.455 1.406 0.397
H 0.490 2.734 -0.575
*
```

Here are the Löwdin charges for atoms 1 to 6, given in e: atom 1 (C): 0.165, atom 2 (C): -0.200, atom 3 (C): -0.025, atom 4 (C): -0.197, atom 5 (C): -0.656, atom 6 (N): 0.140

***

ORCA calculation (ωB97M-V/def2-TZVPD) on the molecule C5H9NO.

Summary:
Frontier orbital gap ... 10.26 eV
HOMO energy ... -9.4 eV
E_LUMO ... 0.9 eV

```
! RIJCOSX wB97M-V def2-TZVPD def2/J DEFGRID3
* xyz 0 1
C -1.819 -0.349 -0.181
C -0.639 -1.277 0.033
O -0.835 -2.425 0.376
C 0.792 -0.846 -0.169
C 1.200 0.254 -1.094
N 1.401 0.385 0.322
C 0.632 1.379 1.053
H -2.118 0.078 0.783
H -2.653 -0.951 -0.551
H -1.623 0.472 -0.874
H 1.442 -1.714 -0.084
H 2.093 0.132 -1.705
H 0.410 0.850 -1.555
H -0.310 1.685 0.571
H 0.407 1.000 2.055
H 1.258 2.272 1.160
*
```

Here are the Löwdin charges for atoms 1 to 6, given in e: atom 1 (C): -0.018, atom 2 (C): -0.393, atom 3 (O): 0.074, atom 4 (C): -0.197, atom 5 (C): -0.104, atom 6 (N): -0.108

***

ORCA calculation (ωB97M-V/def2-TZVPD) on a cluster of 2 separate species, C5H9NO in total.

Summary:
Frontier orbital gap (spin up / spin down) ... 8.24 / 8.24 eV
HOMO energy (spin up / spin down) ... -7.6 / -7.6 eV
E_LUMO (spin up / spin down) ... 0.7 / 0.7 eV

```
! RIJCOSX wB97M-V def2-TZVPD def2/J DEFGRID3
* xyz 0 1
C 1.659 -0.831 0.541
C 2.105 0.435 -0.181
C -0.607 2.005 0.127
C -2.229 -1.317 -0.362
C -1.147 -0.320 -0.299
O 3.002 -0.533 0.292
N -1.155 0.862 -0.050
H 1.299 -1.701 0.009
H 1.352 -0.739 1.580
H 2.202 1.392 0.317
H 1.988 0.462 -1.258
H -0.685 2.749 -0.649
H -0.318 2.306 1.121
H -3.168 -0.970 0.070
H -2.394 -1.576 -1.405
H -1.906 -2.223 0.149
*
```

Here are the Löwdin charges for atoms 1 to 6, given in e: atom 1 (C): -0.177, atom 2 (C): -0.168, atom 3 (C): -0.055, atom 4 (C): -0.088, atom 5 (C): -0.110, atom 6 (O): -0.103

***

We obtain molar mass values of 99.1; 99.1; 99.1; 99.1; 99.1; 99.1 g/mol for the records listed above, in that order.
We obtain ΔE to the lowest compared entry with this formula, charge and spin values of 25.7; 71.1; 84.2; 188.6; 51.3; 121.5 kcal/mol for the records listed above, in that order.